Computed, not measured: a 10-piece molecular cluster, C25H73N17O13 overall at a distorted geometry, with ωB97M-V/def2-TZVPD.

Computed properties:
Maximum force   0.08034 hartree/bohr
Spin multiplicity   1
SMILES   COCCNCCOC.COCCNCCOC.COCCNCCOC.NC(N)=O.NC(N)=O.NC(N)=O.NC(N)=O.NC(N)=O.NC(N)=O.NC(N)=O
Gap between HOMO and LUMO   8.71 eV

Element x y z (Å)
O (12.72205, 20.88110, 11.49789)
O (21.73896, 16.47694, 9.45199)
O (13.36115, 11.54949, 10.58364)
O (9.06414, 17.52630, 12.38894)
O (17.65306, 18.20701, 18.12890)
O (14.34899, 16.96268, 8.43915)
O (18.91406, 15.71492, 15.43799)
O (18.13047, 8.57613, 12.11296)
O (15.80892, 15.55633, 14.46182)
O (17.46488, 18.12774, 10.82069)
O (20.71691, 13.43361, 7.91647)
O (20.22097, 13.03883, 12.16997)
O (16.11002, 12.66218, 8.17666)
N (18.07695, 16.63675, 12.42704)
N (15.22368, 13.64959, 13.30638)
N (20.24317, 16.83282, 16.89958)
N (21.12343, 16.39831, 14.91577)
N (17.42391, 18.49368, 15.96954)
N (16.74009, 13.55581, 15.03977)
N (17.60889, 11.47958, 12.34225)
N (20.28466, 17.98424, 10.31926)
N (14.18070, 14.44717, 10.15595)
N (22.40036, 12.08546, 7.21148)
N (22.69855, 14.39862, 7.59916)
N (14.66770, 18.51353, 6.80330)
N (19.56201, 16.12213, 9.11267)
N (11.18354, 18.69911, 10.57206)
N (15.65386, 18.75630, 8.89226)
N (16.42571, 16.61842, 17.00988)
N (16.15054, 17.84243, 12.64077)
C (19.97661, 16.27142, 15.75526)
C (12.43665, 19.07855, 9.95402)
C (21.91380, 13.33662, 7.60667)
C (17.08500, 9.16951, 11.34353)
C (16.23749, 13.97526, 8.76986)
C (12.70886, 10.59758, 11.32605)
C (17.16006, 17.81228, 17.08267)
C (12.57326, 12.61415, 10.30655)
C (16.98514, 12.45550, 7.09170)
C (7.75398, 17.33252, 12.84422)
C (17.26875, 17.54810, 11.92608)
C (21.24089, 14.05813, 11.99609)
C (12.85142, 22.27735, 11.68192)
C (18.54268, 7.34526, 11.54866)
C (9.25649, 17.36552, 10.96725)
C (10.76470, 17.27984, 10.67590)
C (15.59910, 14.00848, 10.24301)
C (12.59625, 20.58005, 10.11618)
C (16.57639, 10.48461, 12.00015)
C (20.61125, 16.83304, 9.67294)
C (14.79620, 18.05799, 8.04158)
C (15.91650, 14.31802, 14.26761)
C (18.29449, 12.00357, 11.16938)
C (18.99346, 13.29395, 11.42554)
C (13.22062, 13.61463, 9.42711)
H (22.15216, 13.88743, 12.63087)
H (18.77700, 7.41346, 10.47741)
H (19.71892, 15.23201, 8.64536)
H (23.69149, 14.27166, 7.49102)
H (11.92953, 22.75125, 11.42842)
H (19.33945, 18.07309, 10.65836)
H (14.17393, 15.39611, 9.78859)
H (17.56581, 9.36351, 10.35787)
H (18.10938, 16.30579, 13.36741)
H (15.94639, 10.14316, 12.83256)
H (17.79313, 6.48287, 11.67695)
H (12.38692, 18.92965, 8.87991)
H (20.99694, 16.08992, 14.00308)
H (16.97330, 12.62323, 14.79470)
H (16.82059, 13.17284, 6.22607)
H (15.28717, 19.14147, 6.37409)
H (10.75116, 17.00988, 9.58824)
H (11.66823, 12.34082, 9.73900)
H (13.34040, 18.52823, 10.28397)
H (16.03519, 14.84496, 10.86456)
H (21.66195, 11.39352, 7.21916)
H (13.61058, 22.77405, 10.99161)
H (12.37946, 13.20206, 11.25474)
H (16.14398, 18.20874, 9.60932)
H (23.13775, 12.02180, 6.58468)
H (12.36965, 14.22680, 9.11222)
H (16.09851, 19.63543, 8.64032)
H (21.07575, 17.34461, 17.04925)
H (11.32404, 16.45194, 11.21566)
H (19.42410, 7.02211, 12.10437)
H (15.86725, 10.97657, 11.27557)
H (22.47701, 15.13647, 8.25556)
H (18.68010, 16.45929, 9.40557)
H (14.72182, 14.35444, 12.73692)
H (19.01666, 11.25473, 10.77206)
H (15.39879, 18.30057, 12.21193)
H (8.86099, 18.23985, 10.53035)
H (15.93147, 17.18155, 13.33008)
H (11.82478, 10.36428, 10.75883)
H (16.41947, 16.06479, 17.82766)
H (7.39366, 16.35517, 12.59417)
H (20.82190, 15.00918, 12.24278)
H (17.29372, 14.30022, 8.94838)
H (15.70719, 14.76809, 8.19950)
H (18.25911, 19.02657, 16.05621)
H (18.15538, 11.11805, 13.12016)
H (16.02430, 16.14891, 16.24243)
H (19.30227, 13.62842, 10.43457)
H (13.68212, 13.09740, 8.61353)
H (13.33191, 9.69878, 11.42286)
H (11.60407, 21.00822, 9.85620)
H (17.19926, 18.16228, 15.06274)
H (12.50338, 10.94302, 12.36785)
H (17.59841, 14.09137, 15.22665)
H (15.72541, 12.92123, 12.84489)
H (13.33709, 21.06886, 9.53610)
H (16.27032, 8.55119, 11.18855)
H (7.89085, 17.37541, 13.91185)
H (16.88722, 11.47417, 6.62284)
H (21.85992, 17.09701, 14.97793)
H (13.97570, 18.09513, 6.24760)
H (21.48551, 14.19666, 10.93470)
H (15.60609, 13.05203, 10.73654)
H (21.00510, 18.50249, 10.67331)
H (18.35560, 14.01662, 12.00357)
H (6.97504, 18.06475, 12.60016)
H (18.70528, 16.22362, 11.74388)
H (13.06481, 22.49803, 12.70868)
H (8.68792, 16.43030, 10.71775)
H (17.47806, 12.07114, 10.40957)
H (19.54266, 17.06364, 17.60760)
H (11.17871, 19.16566, 11.46222)
H (18.00817, 12.51512, 7.48187)

Löwdin atomic charge list, values in e, 6 entries: -0.192, 0.013, -0.185, -0.205, -0.010, -0.024

***

Computed, not measured: a 10-piece molecular cluster, C25H75N15O10 overall at a distorted geometry, with ωB97M-V/def2-TZVPD.

Computed properties:
Maximum force   0.05565 hartree/bohr
Spin multiplicity   1
SMILES   COC[C@H](C)N.COC[C@H](C)N.COC[C@H](C)N.COC[C@H](C)N.COC[C@H](C)N.NC(N)=O.NC(N)=O.NC(N)=O.NC(N)=O.NC(N)=O
Gap between HOMO and LUMO   8.67 eV

Element x y z (Å)
O (-3.42464, -4.81684, 4.45210)
O (2.01998, -1.59571, -4.37042)
O (-0.56370, -2.98859, -1.55196)
O (0.58714, 1.46462, 0.07498)
O (4.87652, 1.74427, 0.57783)
O (-5.26040, -2.83946, -2.34295)
O (-0.07209, 6.32112, 0.86270)
O (1.26201, 3.92243, 4.07688)
O (0.59367, 1.73688, -4.36755)
O (-4.68653, 1.57008, 0.69490)
N (2.49237, -4.06874, -5.51412)
N (-1.94435, -5.59817, 1.07764)
N (0.32760, 4.29667, -0.02558)
N (-5.28037, 3.93702, 2.09891)
N (7.36172, 1.27411, 1.77979)
N (0.29420, 6.12684, -1.38954)
N (-0.13931, -0.20372, -1.29321)
N (0.55007, -4.75307, -0.57084)
N (1.55717, -3.45557, -2.16606)
N (-0.74079, -0.16007, -4.42231)
N (-0.32355, 0.51132, 3.66570)
N (-3.17815, -2.37384, -3.15500)
N (-1.58402, 1.88368, -4.91590)
N (-0.82958, -0.15620, 0.87136)
N (-3.42470, -3.30037, -1.08916)
C (-4.04598, 3.79732, 1.27988)
C (0.62626, 1.58617, 5.60090)
C (-4.34925, 0.23206, 0.52358)
C (-0.49292, 1.16453, -4.50522)
C (-0.05138, 1.84008, 4.26358)
C (-1.61824, -3.51678, 2.24414)
C (0.83585, 2.76909, 3.40434)
C (2.70901, -0.50015, -3.76812)
C (-4.04034, -2.83786, -2.21052)
C (7.61262, 2.75731, -0.17792)
C (-2.65742, -5.25917, 5.55510)
C (0.22332, 4.92716, 4.14775)
C (5.51913, 2.75203, 1.31849)
C (-2.94565, 4.74240, 1.74639)
C (-3.63064, 2.34070, 1.27625)
C (2.09551, -1.67297, -5.78944)
C (0.20078, -3.36300, -6.11225)
C (-1.86747, -5.00299, 2.42422)
C (3.47621, 1.81852, 0.55790)
C (7.02574, 2.61144, 1.25103)
C (1.72447, -3.07161, -6.27659)
C (0.45174, -3.67888, -1.39577)
C (0.20930, 5.62426, -0.12611)
C (-3.09999, -5.45170, 3.22616)
C (-0.04292, 0.40749, -0.08005)
H (-3.20444, 5.77096, 1.48093)
H (-2.03674, 4.56835, 1.16665)
H (-0.38688, -2.81105, -6.84814)
H (0.15279, 3.87723, 0.86505)
H (-2.47436, -3.08703, 1.71697)
H (8.32974, 1.02450, 1.66603)
H (2.01021, -3.12152, -7.32746)
H (-0.99098, 2.36370, 4.46015)
H (-2.98316, -4.74608, 6.45827)
H (-0.77540, -0.07734, 4.35922)
H (1.33927, -5.35405, -0.70469)
H (-0.11917, -3.07920, -5.10781)
H (-4.08184, -3.78277, -0.49925)
H (6.71832, 0.57019, 1.45405)
H (0.28450, 5.58334, -2.23006)
H (-2.71736, 2.14025, 0.70943)
H (2.26749, -4.15978, -2.20646)
H (-5.86811, 3.19524, 1.72172)
H (1.32494, -1.01109, -6.19546)
H (-2.44892, 1.47162, -5.20418)
H (0.36567, 3.70914, -0.83928)
H (-3.94448, -5.03094, 2.66093)
H (-0.99086, -5.50561, 2.85041)
H (3.72782, -0.89070, -3.66599)
H (1.47210, -2.71374, -2.85169)
H (-3.46162, -1.85152, -3.95939)
H (7.51299, 3.34286, 1.89515)
H (-0.21168, -5.04463, 0.03169)
H (5.28295, 3.71212, 0.84365)
H (-0.68138, -3.24188, 1.76097)
H (1.79593, 2.23375, 3.38285)
H (-0.56958, 4.76989, 4.87761)
H (0.50553, 2.85333, 2.37024)
H (-3.50618, 2.02248, 2.31858)
H (3.09545, 1.45455, 1.51700)
H (0.01869, -4.42937, -6.23598)
H (-2.78499, 4.74914, 2.82380)
H (-1.63833, -0.48124, -4.71429)
H (-4.04512, -0.27096, 1.45122)
H (2.22283, -3.94945, -4.54462)
H (1.55396, 1.01887, 5.56418)
H (-5.75811, 4.80013, 1.86619)
H (-2.73501, -6.34150, 5.68535)
H (-0.74975, 0.15362, 1.85103)
H (-4.31391, 4.11332, 0.26502)
H (-0.20751, 4.93970, 3.14069)
H (-1.23627, -1.04157, 0.63220)
H (0.38960, 0.18725, -2.05092)
H (-0.52449, -1.13703, -1.27778)
H (3.09799, -1.41255, -6.13005)
H (-3.23134, -6.53573, 3.16816)
H (8.69438, 2.61700, -0.16262)
H (7.10571, 2.09642, -0.87609)
H (0.20312, 7.12223, -1.48293)
H (-5.26514, -0.24123, 0.15928)
H (-2.19051, -2.37090, -2.95372)
H (2.71663, 0.39078, -4.39452)
H (2.97238, 2.69979, 0.15352)
H (2.18789, -4.99592, -5.78619)
H (0.75797, 2.53640, 6.12726)
H (-1.60399, -4.97957, 5.43691)
H (-3.58347, 0.01789, -0.23471)
H (-2.90579, -5.46471, 0.75371)
H (0.58184, 0.04580, 3.58996)
H (-0.11920, 1.08686, 6.22823)
H (2.26867, -0.25635, -2.80628)
H (-1.55176, -2.99997, 3.20648)
H (5.22130, 2.70228, 2.37066)
H (-1.92041, -6.61699, 1.09944)
H (-1.52479, 2.88311, -4.98062)
H (-2.44121, -3.27091, -0.87213)
H (-0.05028, -0.77585, -4.02211)
H (7.53025, 3.79802, -0.51090)
H (0.71117, 5.89460, 4.23310)
H (3.07648, 1.06987, -0.13355)

Löwdin atomic charge list, values in e, 6 entries: -0.176, -0.282, -0.047, -0.017, -0.192, 0.013

***

Question: Which value of gap between HOMO and LUMO does entry 2 give?
Answer: 8.67 eV

***

Question: Which of these has the highest maximum force?
Answer: C25H73N17O13